{
  "formula": "C2H3NS3",
  "method": "the ωB97M-V functional and the def2-TZVPD basis",
  "elements": ["S", "C", "C", "S", "N", "S", "H", "H", "H"],
  "xyz": [[-0.3498, 2.3306, -0.2491], [0.3735, 1.1868, 0.5726], [0.8341, -0.0741, -0.0756], [2.4603, -0.3420, -0.0941], [-0.1064, -1.0225, -0.2212], [-1.7986, -0.8432, 0.0852], [0.5634, 1.3070, 1.5760], [0.1947, -1.9750, -0.4426], [-2.1711, -0.5674, -1.1511]],
  "forces_ev_per_angstrom": [[-0.40, 0.92, -0.55], [-0.25, -0.37, -2.63], [0.53, -0.37, 2.09], [-0.43, 0.07, -0.56], [-0.73, -0.68, -0.53], [0.73, -0.35, 0.48], [0.65, -0.04, 2.31], [0.07, 0.63, -0.01], [-0.16, 0.19, -0.60]],
  "mulliken_charge": [-0.1472, -0.4515, 0.4932, -0.3009, -0.2592, -0.1122, 0.3393, 0.2745, 0.1639],
  "smiles": "S=CC(=S)NS",
  "fmax_ev_per_a": 2.664,
  "spin_multiplicity": 1,
  "charge": 0,
  "gap_ev": 8.0,
  "de_lowest_ev": 1.393,
  "e_lumo_ev": -0.703,
  "e_tot_ha": -1327.26545
}